# 1
One molecule with the formula C6H4O in a non-equilibrium geometry. Source: OMol25; level of theory: wB97M-V/def2-TZVPD.

Values from the calculation:
HOMO level: -8.517 eV
E_tot: -8331.4672 eV
SMILES: C#Cc1ccco1
Gap between HOMO and LUMO: 9.6 eV
Spin multiplicity: 1

Last column: Mulliken charge in e.
CARTESIAN COORDINATES (ANGSTROEM)
C: -1.58662 1.25421 -2.24878  0.113
C: -0.91794 0.82688 -1.33731  -0.391
C: -0.11380 0.28713 -0.30508  0.115
C: -0.37164 -0.90049 0.34350  -0.457
C: 0.68505 -1.03528 1.31187  -0.374
C: 1.47601 0.06916 1.16422  -0.371
O: 1.02950 0.86583 0.14823  -0.327
H: -2.17756 1.65847 -3.02331  0.439
H: -1.23376 -1.50146 0.15842  0.441
H: 0.87594 -1.83381 2.01945  0.382
H: 2.33481 0.30936 1.76881  0.430

# 2
C7H9BF2N5NiO2S2 as an isolated structure in a non-equilibrium geometry. Source: OMol25; level of theory: wB97M-V/def2-TZVPD.

Values from the calculation:
HOMO level: -3.193 eV
E_tot: -87777.3768 eV
Charge: -1
Gap between HOMO and LUMO: 5.6 eV
Spin multiplicity: 1

Last column: Mulliken charge in e.
CARTESIAN COORDINATES (ANGSTROEM)
Ni: 1.16442 -0.13742 0.42500  0.091
N: 0.97044 -0.36452 2.38178  -0.279
N: 0.13951 -1.37128 2.91237  -0.312
C: -0.41614 -2.31847 2.08829  0.494
N: -1.03699 -3.32450 2.75507  -0.427
N: -0.22830 -2.12156 0.81260  -0.099
N: -0.82763 -3.02644 -0.07443  0.884
O: -0.43046 -2.95350 -1.20169  -0.537
O: -1.69386 -3.81921 0.30284  -0.764
H: 1.91642 -0.45200 2.73524  0.394
H: 0.56557 0.54089 2.60537  0.342
H: 0.33431 -1.66227 3.85697  0.219
H: -1.33302 -3.11134 3.69244  0.219
H: -1.65232 -3.88499 2.18764  0.284
S: 1.52408 0.35009 -1.63925  -0.210
C: 0.25685 1.54019 -2.01830  0.293
C: 0.16640 2.04391 -3.31452  -0.633
C: -0.80451 2.96896 -3.67195  -0.462
C: -1.71318 3.41112 -2.71598  -0.507
C: -1.62746 2.91669 -1.42144  -0.496
C: -0.65561 1.99045 -1.05140  0.400
S: -0.53946 1.38118 0.61228  -0.582
H: 0.87768 1.69233 -4.05392  0.348
H: -0.84779 3.33516 -4.69100  0.324
H: -2.48063 4.13171 -2.97209  0.323
H: -2.32926 3.25165 -0.66553  0.352
F: 4.03130 -0.41853 -0.32328  -0.253
B: 3.05918 -0.32437 0.58489  -0.048
F: 3.61048 -0.26396 1.86202  -0.361

# 3
A 8-piece molecular cluster, C44H38F7N overall in a non-equilibrium geometry. Source: OMol25; level of theory: wB97M-V/def2-TZVPD.

Values from the calculation:
HOMO level: -9.249 eV
E_tot: -66753.5656 eV
SMILES: Fc1ccccc1.Fc1ccccc1.Fc1ccccc1.Fc1ccccc1.Fc1ccccc1.Fc1ccccc1.Fc1ccccc1.CC#N
Gap between HOMO and LUMO: 9.6 eV
Spin multiplicity: 1

Last column: Mulliken charge in e.
CARTESIAN COORDINATES (ANGSTROEM)
F: 0.41993 -3.88095 3.58970  -0.213
C: 1.64147 -4.30982 4.01698  0.150
C: 1.82890 -5.49800 4.84412  -0.511
C: 3.08196 -5.80361 5.35937  -0.436
C: 4.22748 -5.03942 4.99198  -0.580
C: 4.03571 -3.98714 4.13081  -0.237
C: 2.78519 -3.57532 3.68809  -0.124
H: 0.95228 -6.09400 5.05081  0.397
H: 3.18601 -6.69511 5.96004  0.358
H: 5.18529 -5.30833 5.41231  0.402
H: 4.92032 -3.47395 3.78369  0.326
H: 2.52389 -2.64279 3.21005  0.490
F: 6.27560 -4.16105 -2.21466  -0.319
C: 5.26021 -3.51685 -1.61847  0.553
C: 5.41242 -3.38555 -0.24577  -0.644
C: 4.39317 -2.73170 0.37827  -0.106
C: 3.27206 -2.21648 -0.32979  -0.943
C: 3.20822 -2.32538 -1.70929  0.167
C: 4.18796 -3.06479 -2.35396  -0.783
H: 6.26672 -3.71622 0.32627  0.432
H: 4.48544 -2.42586 1.40994  0.389
H: 2.58428 -1.66471 0.29383  0.517
H: 2.48113 -1.84892 -2.35015  0.296
H: 4.21039 -3.19928 -3.42532  0.444
F: 1.90012 0.43073 -3.58400  -0.322
C: 1.02780 -0.05611 -4.48071  0.489
C: 1.41737 -0.76540 -5.62797  -0.513
C: 0.49749 -1.05243 -6.64141  -0.443
C: -0.87290 -0.79184 -6.45708  -0.468
C: -1.25467 -0.09900 -5.36594  -0.286
C: -0.31314 0.33610 -4.39063  -0.429
H: 2.41222 -1.10449 -5.87631  0.401
H: 0.91905 -1.44919 -7.55316  0.376
H: -1.68296 -0.97463 -7.14758  0.387
H: -2.31350 0.08371 -5.25682  0.294
H: -0.78169 0.85912 -3.57007  0.563
F: 5.75998 1.83862 1.75480  -0.294
C: 4.55652 2.30862 1.35253  0.192
C: 4.26243 3.66470 1.43239  -0.405
C: 2.96314 4.11895 1.09425  -0.515
C: 2.04224 3.20156 0.53725  -0.589
C: 2.32356 1.83483 0.48042  -0.049
C: 3.55893 1.37666 0.93801  -0.288
H: 4.98255 4.37081 1.81871  0.413
H: 2.62359 5.12247 1.30415  0.404
H: 1.00717 3.46865 0.38334  0.395
H: 1.60978 1.17641 0.00779  0.301
H: 3.71114 0.31543 0.80753  0.384
F: -5.17145 -0.66205 -5.43004  -0.344
C: -5.29181 0.45816 -4.62103  0.350
C: -4.84028 0.49128 -3.32334  -0.376
C: -4.97481 1.70317 -2.57827  -0.346
C: -5.58366 2.79688 -3.12982  -0.583
C: -6.02126 2.75499 -4.47938  -0.368
C: -5.91632 1.60164 -5.19512  -0.449
H: -4.32003 -0.39406 -2.98881  0.501
H: -4.58533 1.68844 -1.57105  0.460
H: -5.75434 3.67666 -2.52711  0.399
H: -6.37120 3.67657 -4.92055  0.365
H: -6.33438 1.58685 -6.19082  0.397
F: -4.93249 5.04552 3.27956  -0.291
C: -3.76836 5.68534 3.72141  0.451
C: -2.58135 4.85046 3.81112  -0.358
C: -1.40222 5.42800 4.27905  -0.469
C: -1.37184 6.78536 4.51689  -0.294
C: -2.49620 7.62537 4.32219  -0.403
C: -3.76308 7.04050 3.97830  -0.523
H: -2.57321 3.79167 3.59833  0.452
H: -0.59764 4.75561 4.53783  0.394
H: -0.55725 7.19171 5.09801  0.336
H: -2.36560 8.57880 4.81239  0.314
H: -4.59743 7.72611 3.99212  0.394
F: -2.57376 1.63761 1.97183  -0.287
C: -1.88459 0.63976 1.30829  0.439
C: -1.57028 -0.54862 1.93952  -1.039
C: -0.93185 -1.53189 1.23752  -0.602
C: -0.43954 -1.25017 -0.03918  -0.669
C: -0.74174 -0.04976 -0.64440  -0.177
C: -1.50521 0.88787 -0.03582  -0.250
H: -2.09560 -0.75618 2.86004  0.400
H: -0.82765 -2.47891 1.74613  0.813
H: 0.10332 -1.99824 -0.59783  0.782
H: -0.29521 0.10403 -1.61567  -0.045
H: -1.96576 1.69639 -0.58409  0.584
C: -2.36634 -4.24751 0.32022  -0.409
C: -3.30446 -5.33677 0.04136  0.017
N: -4.00482 -6.26470 -0.09910  -0.400
H: -2.23756 -3.73563 -0.63346  0.251
H: -1.47723 -4.74912 0.70227  0.252
H: -2.89245 -3.55018 0.97218  0.307

# 4
C46H52Cl5N2O4P2Si4TcTe as an isolated structure. Source: OMol25; level of theory: wB97M-V/def2-TZVPD.

Values from the calculation:
<S²>: 3.78
HOMO level (spin up / spin down): -10.463 / -10.484 eV
E_tot: -181905.7422 eV
Charge: +1
Gap between HOMO and LUMO (spin up / spin down): 7.5 / 6.0 eV
Spin multiplicity: 4

Last column: Mulliken charge in e.
CARTESIAN COORDINATES (ANGSTROEM)
Tc: -0.81878 -0.06148 -0.06809  -1.574
N: -0.62632 -0.62368 2.90803  -0.019
P: 0.21585 0.67534 2.18896  1.381
C: 1.77292 0.76335 3.10169  0.879
C: 1.72938 0.76353 4.49564  -0.636
C: 2.90702 0.82205 5.22071  -0.830
C: 4.12668 0.90786 4.55864  -0.542
C: 4.16920 0.93896 3.17336  -0.760
C: 2.99184 0.86470 2.44215  -0.107
C: -0.64986 2.17091 2.72317  0.468
C: -0.11109 3.39112 2.31279  -0.806
C: -0.74211 4.57780 2.64739  -0.772
C: -1.92044 4.55100 3.38441  -0.626
C: -2.45844 3.33858 3.79133  -0.480
C: -1.82428 2.14687 3.46430  -0.358
P: -1.22942 -1.67774 1.73209  0.124
C: -2.95688 -2.01531 2.16522  0.841
C: -3.99324 -1.94438 1.24312  0.231
C: -5.29377 -2.23518 1.63361  -0.595
C: -5.56411 -2.58385 2.94758  -0.829
C: -4.52954 -2.66330 3.87443  -0.828
C: -3.23041 -2.39176 3.48171  -0.797
C: -0.48441 -3.29763 2.03248  1.087
C: -0.95419 -4.38044 1.29421  -0.858
C: -0.44347 -5.64744 1.52099  -0.693
C: 0.52571 -5.84152 2.49654  -0.732
C: 0.98763 -4.76641 3.24153  -0.704
C: 0.48865 -3.49324 3.00720  -0.393
H: -0.49407 -0.88151 3.87840  0.530
H: 0.77983 0.74869 5.02158  0.341
H: 2.87439 0.81886 6.30226  0.429
H: 5.04504 0.96082 5.12840  0.413
H: 5.11735 1.01522 2.65775  0.464
H: 3.02782 0.87589 1.35946  0.427
H: 0.80920 3.41663 1.73624  0.446
H: -0.31874 5.52381 2.33452  0.468
H: -2.41731 5.47740 3.64295  0.458
H: -3.37747 3.31842 4.36341  0.463
H: -2.26046 1.19859 3.75700  0.271
H: -3.78720 -1.65106 0.21929  -0.162
H: -6.09738 -2.18405 0.90799  0.367
H: -6.57931 -2.80360 3.25153  0.441
H: -4.73512 -2.94999 4.89731  0.445
H: -2.42890 -2.49293 4.20581  0.359
H: -1.72606 -4.23910 0.54480  0.417
H: -0.80568 -6.48565 0.94047  0.475
H: 0.92187 -6.83247 2.67408  0.403
H: 1.74427 -4.91539 4.00037  0.471
H: 0.88386 -2.65548 3.57058  0.291
O: -0.75147 1.91107 -0.76929  -0.122
C: -1.47486 2.89324 -0.53415  -0.814
C: -2.73460 2.87978 0.13282  0.490
C: -3.46083 4.07831 0.20988  -0.615
C: -4.69446 4.07390 0.79544  -1.415
C: -5.25413 2.90082 1.32517  -0.601
C: -4.55106 1.72983 1.27735  -0.106
C: -3.26282 1.68439 0.68760  0.738
O: -2.61353 0.56578 0.68550  1.535
N: -5.44441 5.32978 0.88954  1.055
O: -6.55011 5.28450 1.38891  -0.643
O: -4.90992 6.33699 0.47029  -0.631
H: -1.11527 3.85899 -0.90643  0.369
H: -3.05590 4.99847 -0.19043  0.683
H: -6.23509 2.94968 1.77631  0.606
H: -4.94849 0.81428 1.69632  0.231
Cl: 0.00164 0.85637 -3.35819  -0.004
C: 1.31362 0.24260 -2.39391  1.158
C: 1.08178 -0.29645 -1.11943  -0.977
C: 2.19161 -0.91129 -0.54702  0.810
Cl: 1.95470 -1.82306 0.91187  -0.063
C: 3.46864 -0.90634 -1.10387  -0.127
Cl: 4.79242 -1.64388 -0.29304  -0.160
C: 3.66597 -0.29455 -2.33697  0.597
Cl: 5.22419 -0.26211 -3.04901  -0.190
C: 2.57134 0.25900 -2.99945  -0.155
Cl: 2.79949 0.93970 -4.56056  -0.193
C: -2.16277 0.35660 -6.20261  -0.899
Si: -2.35956 -1.42664 -5.63720  0.641
C: -3.54824 -2.26877 -6.83388  -1.210
C: -0.71172 -2.32466 -5.61149  -0.819
Si: -3.42410 -1.59014 -3.48584  0.069
Te: -1.50006 -1.88184 -1.83292  -0.640
Si: -4.40194 -3.73762 -3.28280  0.250
C: -5.88887 -3.86607 -4.42361  -1.036
C: -4.97972 -4.01317 -1.51435  -0.318
C: -3.11264 -5.02977 -3.73535  -0.989
Si: -4.83402 0.24000 -3.05816  0.186
C: -3.76953 1.78318 -2.94801  -0.087
C: -5.80861 0.01481 -1.46606  -0.475
C: -6.01489 0.33263 -4.51781  -1.056
H: -1.62074 0.36677 -7.15185  0.409
H: -1.61248 0.98537 -5.50370  0.180
H: -3.13852 0.81616 -6.37860  0.289
H: -3.28912 -1.98282 -7.85683  0.429
H: -4.58500 -1.97074 -6.66465  0.325
H: -3.49090 -3.35850 -6.76730  0.294
H: -0.23592 -2.29186 -6.59455  0.397
H: -0.84321 -3.37496 -5.33598  0.276
H: -0.02254 -1.86977 -4.89754  0.122
H: -6.63742 -3.10350 -4.19598  0.277
H: -6.36208 -4.84104 -4.27496  0.413
H: -5.62473 -3.78087 -5.47887  0.310
H: -5.76701 -3.30695 -1.23930  0.074
H: -4.16721 -3.90745 -0.78948  -0.225
H: -5.38615 -5.02256 -1.41033  0.563
H: -2.96701 -5.08305 -4.81698  0.258
H: -3.44481 -6.01506 -3.39714  0.404
H: -2.14026 -4.83335 -3.27795  0.282
H: -2.99071 1.64586 -2.19454  -0.795
H: -4.37215 2.65077 -2.66510  0.444
H: -3.27963 2.00364 -3.89925  0.476
H: -5.14591 -0.09526 -0.60096  -0.399
H: -6.45584 -0.86372 -1.51901  0.378
H: -6.44341 0.88737 -1.29033  0.529
H: -5.49236 0.53811 -5.45410  0.260
H: -6.74110 1.13457 -4.36053  0.394
H: -6.57348 -0.59753 -4.64376  0.276